Here is C51H151BrCuN24O9P8 as an isolated structure in a non-equilibrium geometry from the Open Molecules 2025 dataset. Energies are from ωB97M-V/def2-TZVPD.

Each line ends with the Löwdin charge.
Element x y z (Å)
Cu -2.04100 1.78264 -1.36040  0.39
Br -0.44726 -0.19686 -0.40619  -0.01
C 0.52667 4.92683 -3.50344  -0.05
C 0.78336 3.62805 -2.67611  -0.60
C 1.86687 3.73181 -1.69697  -0.08
O -0.33321 3.15908 -2.01139  -0.29
H 1.40073 5.52945 -3.75037  0.07
H -0.19831 5.54959 -2.97934  0.05
H 0.09593 4.66463 -4.46978  0.04
H 1.08771 2.90362 -3.43154  0.10
H 2.31524 2.81375 -1.31720  0.06
H 1.56815 4.29294 -0.81153  0.06
H 2.75062 4.23388 -2.09069  0.08
O 5.93535 -2.52903 -2.63284  -0.30
P 4.96719 -3.46851 -3.27710  0.61
N 5.12068 -5.16495 -2.87189  -0.29
C 6.41320 -5.82158 -3.17139  -0.12
C 4.33968 -5.81255 -1.75606  -0.09
N 4.97133 -3.49908 -4.96061  -0.30
C 6.25857 -3.06649 -5.69646  -0.08
C 4.29881 -4.47028 -5.78492  -0.15
N 3.32588 -3.02235 -2.90934  -0.28
C 2.13705 -3.76628 -3.35734  -0.12
C 3.08403 -1.90441 -1.97076  -0.08
H 6.58328 -5.88433 -4.24621  0.06
H 6.51810 -6.79869 -2.69984  0.07
H 7.27329 -5.29120 -2.76268  0.07
H 4.51734 -5.24348 -0.84355  0.08
H 4.56782 -6.87257 -1.64467  0.08
H 3.27961 -5.74543 -2.00069  0.05
H 7.10787 -3.73897 -5.57582  0.07
H 6.08063 -2.94518 -6.76497  0.08
H 6.57124 -2.14414 -5.20696  0.06
H 3.73972 -5.18959 -5.18650  0.06
H 3.63984 -3.91355 -6.45118  0.09
H 5.06132 -5.08072 -6.26871  0.08
H 1.54951 -3.15535 -4.04266  0.06
H 2.28864 -4.74094 -3.82119  0.06
H 1.59083 -3.95449 -2.43305  0.07
H 2.03795 -1.66121 -2.15701  0.04
H 3.86308 -1.15927 -2.13180  0.06
H 3.12033 -2.19535 -0.92093  0.06
O 6.87513 2.53652 1.85392  -0.30
P 6.58043 1.52175 0.81979  0.58
N 5.05823 0.82893 1.02670  -0.30
C 4.84481 -0.11569 2.12092  -0.10
C 3.87750 1.53811 0.54750  -0.10
N 7.62789 0.19359 0.74919  -0.32
C 7.30598 -0.99320 -0.06154  -0.12
C 8.98594 0.28819 1.09643  -0.15
N 6.67574 2.11768 -0.81316  -0.28
C 6.23610 1.27660 -1.90819  -0.16
C 7.70656 3.15071 -1.18998  -0.08
H 5.64825 -0.84926 2.18776  0.07
H 4.02292 -0.79075 1.88241  0.07
H 4.74288 0.42283 3.06310  0.07
H 3.79445 2.49113 1.06994  0.08
H 3.00115 0.93176 0.77652  0.08
H 3.92750 1.68790 -0.53100  0.05
H 7.62003 -0.76493 -1.08005  0.06
H 7.88692 -1.89817 0.11634  0.08
H 6.25051 -1.26430 -0.03740  0.06
H 9.22475 -0.58043 1.71008  0.09
H 9.55520 0.47703 0.18627  0.08
H 9.34363 1.15203 1.65672  0.08
H 5.71087 1.83390 -2.68385  0.08
H 7.02851 0.72416 -2.41315  0.07
H 5.48973 0.51927 -1.66840  0.05
H 8.59261 2.64884 -1.57874  0.07
H 8.02972 3.68648 -0.29744  0.07
H 7.20569 3.87005 -1.83789  0.08
O -2.10780 0.87169 -3.31642  -0.32
P -1.83748 0.08493 -4.56571  0.62
N -2.98137 0.47183 -5.70518  -0.27
C -2.89705 0.13834 -7.13871  -0.12
C -4.24104 1.14695 -5.36106  -0.11
N -1.95434 -1.58506 -4.41280  -0.27
C -1.92361 -2.34014 -3.14854  -0.13
C -1.81787 -2.51970 -5.51271  -0.13
N -0.29825 0.33629 -5.25801  -0.29
C 0.04927 1.37593 -6.17380  -0.13
C 0.90608 -0.36212 -4.80345  -0.09
H -3.21600 0.96804 -7.76956  0.08
H -3.60012 -0.64842 -7.41219  0.08
H -1.88990 -0.18507 -7.40171  0.06
H -5.15097 0.57385 -5.53904  0.08
H -4.35197 2.06436 -5.93913  0.07
H -4.32639 1.42315 -4.31010  0.06
H -2.24597 -1.64072 -2.37718  0.02
H -2.42333 -3.30813 -3.11132  0.08
H -0.90164 -2.62756 -2.90143  0.06
H -1.68526 -2.01264 -6.46843  0.05
H -0.89697 -3.10162 -5.55033  0.08
H -2.69794 -3.13899 -5.68613  0.09
H 0.46601 0.92953 -7.07666  0.09
H -0.87315 1.87533 -6.47019  0.07
H 0.64306 2.16725 -5.71629  0.08
H 1.73973 0.33341 -4.70670  0.09
H 1.12915 -1.12666 -5.54763  0.08
H 0.68945 -0.93670 -3.90288  0.05
O -3.90468 0.60157 -0.78686  -0.35
P -4.91241 -0.38702 -0.09025  0.73
N -5.68386 0.24494 1.31738  -0.31
C -6.55959 -0.66170 2.11500  -0.10
C -5.86523 1.60455 1.51209  -0.16
N -4.29682 -1.91997 0.37078  -0.28
C -3.45496 -1.97961 1.63098  -0.09
C -3.85515 -2.90042 -0.59900  -0.13
N -6.31278 -0.68655 -0.99293  -0.29
C -7.10207 -1.90118 -0.79553  -0.12
C -6.93480 0.31580 -1.87565  -0.10
H -6.34763 -0.59819 3.18230  0.08
H -6.55665 -1.70111 1.78677  0.06
H -7.55914 -0.25214 1.96918  0.08
H -4.85709 1.93999 1.26869  0.05
H -6.07568 1.96978 2.51729  0.09
H -6.51398 2.09446 0.78599  0.07
H -3.33753 -3.04136 1.84778  0.06
H -2.46751 -1.53003 1.52652  0.03
H -3.85303 -1.43398 2.48650  0.06
H -2.79562 -2.69360 -0.74970  0.06
H -3.99877 -3.92939 -0.26930  0.09
H -4.38585 -2.79621 -1.54536  0.08
H -6.55285 -2.84250 -0.81476  0.07
H -7.62336 -1.85271 0.16051  0.06
H -7.82312 -2.05593 -1.59817  0.08
H -6.29091 1.14134 -2.17896  0.06
H -7.85121 0.61238 -1.36542  0.08
H -7.29263 -0.17421 -2.78117  0.08
O -2.41652 2.68281 0.65689  -0.31
P -1.94443 3.24033 1.96021  0.70
N -2.89457 4.57615 2.65134  -0.31
C -2.64458 5.29043 3.83360  -0.14
C -4.24564 4.60956 2.16213  -0.15
N -0.37107 3.94341 1.87744  -0.28
C 0.70938 3.02208 1.46322  -0.12
C -0.26873 5.23557 1.21353  -0.12
N -1.76912 2.12463 3.23355  -0.27
C -2.61832 0.87930 3.32026  -0.06
C -0.99024 2.35675 4.42054  -0.14
H -3.15305 6.25373 3.79338  0.09
H -1.58272 5.42440 4.04002  0.08
H -2.92322 4.71254 4.71479  0.08
H -4.45138 4.08452 1.22934  0.05
H -4.53914 5.63347 1.93068  0.08
H -4.89199 4.12082 2.89115  0.08
H 0.39397 2.57949 0.51838  0.03
H 1.67597 3.50516 1.32024  0.07
H 0.80492 2.19843 2.17073  0.06
H -1.11504 5.84713 1.52634  0.06
H 0.63470 5.75953 1.52560  0.09
H -0.26394 5.12857 0.12881  0.06
H -2.17279 0.14672 3.99326  0.08
H -3.56568 1.23015 3.72955  0.08
H -2.69532 0.42783 2.33114  0.04
H -0.36814 1.48154 4.60790  0.05
H -1.59804 2.26806 5.32099  0.06
H -0.27850 3.17740 4.33074  0.08
O 1.17448 -4.05219 4.82224  -0.27
P 0.98400 -5.10147 3.79097  0.62
N 1.88191 -6.53167 4.08292  -0.29
C 3.12711 -6.38114 4.88850  -0.10
C 1.91921 -7.67384 3.20545  -0.15
N 1.36378 -4.59201 2.17254  -0.29
C 1.59681 -3.19619 1.83699  -0.12
C 1.09095 -5.42962 1.00028  -0.10
N -0.62188 -5.56893 3.53646  -0.31
C -1.14480 -6.63502 4.41051  -0.11
C -1.54646 -4.49433 3.26754  -0.13
H 3.12579 -7.16543 5.64546  0.08
H 3.19074 -5.44270 5.43931  0.07
H 4.05762 -6.51962 4.33797  0.08
H 2.23859 -8.59722 3.68863  0.09
H 2.62142 -7.48178 2.39420  0.07
H 0.94588 -7.82330 2.73814  0.07
H 0.70573 -2.59709 2.02452  0.06
H 2.34597 -2.85672 2.55226  0.06
H 2.01861 -2.93923 0.86531  0.06
H 1.52915 -6.42684 1.04042  0.05
H 0.01304 -5.41706 0.83885  0.07
H 1.44185 -4.90971 0.10884  0.06
H -0.44751 -7.47275 4.42012  0.06
H -1.32079 -6.27337 5.42360  0.08
H -2.10368 -7.03202 4.07730  0.08
H -1.63903 -3.84288 4.13654  0.08
H -2.46997 -4.86217 2.82042  0.08
H -1.13644 -3.89431 2.45516  0.06
O -3.37331 3.11812 -2.20764  -0.28
P -4.15953 4.25514 -2.77941  0.66
N -3.89675 5.71336 -1.91626  -0.29
C -2.62872 5.81426 -1.24380  -0.12
C -4.86082 6.86633 -1.84441  -0.09
N -5.83505 4.04205 -2.69583  -0.28
C -6.53209 3.36401 -3.79951  -0.12
C -6.69337 4.19517 -1.48253  -0.07
N -3.82653 4.74650 -4.38182  -0.28
C -4.57432 5.75645 -5.18762  -0.07
C -2.49183 4.47651 -4.85061  -0.13
H -2.18911 6.81157 -1.25809  0.09
H -1.84728 5.17491 -1.65451  0.05
H -2.87148 5.48146 -0.23463  0.06
H -5.18074 6.92090 -0.80384  0.07
H -5.75321 6.70121 -2.44812  0.07
H -4.31604 7.75788 -2.15498  0.08
H -7.06166 4.05730 -4.45295  0.07
H -5.80143 2.88442 -4.45084  0.04
H -7.34357 2.69553 -3.51186  0.07
H -7.23069 3.28280 -1.22373  0.06
H -6.08732 4.74517 -0.76260  0.07
H -7.46806 4.89147 -1.80366  0.08
H -4.22909 5.80059 -6.22056  0.08
H -5.63450 5.51200 -5.25373  0.06
H -4.50877 6.72673 -4.69532  0.07
H -1.81120 5.10846 -4.28011  0.05
H -2.25887 4.66246 -5.89906  0.09
H -2.21460 3.46077 -4.56861  0.07
O 0.72870 1.97587 7.45355  -0.30
P 1.09284 0.63348 6.90808  0.60
N 1.74162 0.66829 5.33799  -0.28
C 2.60814 1.85215 4.95209  -0.07
C 1.79714 -0.43615 4.34272  -0.11
N -0.20888 -0.44821 6.68901  -0.29
C -1.59807 -0.03711 7.10741  -0.08
C 0.00232 -1.85146 6.49969  -0.17
N 2.24641 -0.13036 7.97228  -0.29
C 2.15772 -0.01084 9.43825  -0.11
C 3.11592 -1.20256 7.49641  -0.13
H 2.97004 2.39583 5.82475  0.08
H 2.03278 2.58470 4.38603  0.06
H 3.49886 1.60839 4.37303  0.06
H 2.57137 -1.17201 4.55993  0.06
H 1.93958 -0.05569 3.33125  0.07
H 0.81558 -0.90809 4.29913  0.06
H -1.63555 -0.01356 8.19651  0.07
H -1.74292 1.00019 6.80550  0.04
H -2.39996 -0.67408 6.73411  0.08
H 0.93230 -2.04907 5.96658  0.02
H 0.08960 -2.36766 7.45574  0.08
H -0.80143 -2.38506 5.99238  0.07
H 1.66746 -0.83126 9.96233  0.07
H 3.18101 -0.09308 9.80461  0.07
H 1.62850 0.90656 9.69590  0.07
H 4.06759 -1.24131 8.02644  0.08
H 3.40257 -1.11669 6.44829  0.06
H 2.67205 -2.18937 7.62785  0.07

Values from the calculation:
- Highest occupied orbital energy (spin up / spin down): -6.74 / -6.42 eV
- 2S+1: 2
- E: -298525.0801 eV
- Strongest force on any atom: 0.0969 hartree/bohr